A molecular structure, C5H9NO in a non-equilibrium geometry, computed with ωB97M-V/def2-TZVPD.

Values from the calculation:
Relative energy (zero: lowest compared OMol25 entry of this formula, charge and spin) ... 582.8 kJ/mol
HOMO energy ... -9.16 eV
LUMO energy ... 0.037 Eh
Strongest force on any atom ... 7.67 eV/Å
Net charge ... 0

CARTESIAN COORDINATES (ANGSTROEM)
C: -0.3552 0.0673 1.5092
H: 0.0477 1.0447 2.2713
H: 1.8874 -1.0749 1.2020
H: -1.2764 -0.3926 1.7960
C: 0.9940 -0.5887 0.7579
H: 0.0440 0.5715 -2.7810
H: -0.3523 2.0576 0.3264
C: 0.0406 -1.1828 -0.4772
H: 0.4023 -1.4636 -1.3670
H: 1.7217 1.2689 0.4973
H: -1.9401 -0.2186 -0.8426
N: 1.2463 0.6146 -0.0145
C: -0.8010 0.0668 -0.7932
O: -0.9350 0.2928 -2.1514
C: -0.1531 0.9241 0.1525
H: -0.5712 -1.9871 -0.0859


2 unconnected molecules or ions with the total composition C5H9NO, computed with ωB97M-V/def2-TZVPD.

Values from the calculation:
Relative energy (zero: lowest compared OMol25 entry of this formula, charge and spin) ... 250.1 kJ/mol
HOMO energy ... -9.97 eV
SMILES ... [H]/N=C1/CC(=C)CO1.[H][H]
LUMO energy ... 0.034 Eh
Strongest force on any atom ... 0.40 eV/Å
Net charge ... 0

CARTESIAN COORDINATES (ANGSTROEM)
O: -1.8008 -0.6535 0.4989
H: 1.3037 0.0639 1.2561
C: 0.0940 0.0393 -0.5961
H: -1.4332 -2.0827 2.3665
H: 2.0299 -0.4682 -1.2263
H: 2.1833 2.3447 -0.2373
N: -0.6255 -1.4587 2.3459
H: 0.6731 -0.6976 -2.4811
H: 0.0359 1.3223 1.1313
C: 0.9767 -0.3931 -1.4840
H: 2.0059 1.8797 -0.7888
C: 0.3111 0.2897 0.8694
C: -1.4045 0.0131 -0.7168
H: -1.7799 -0.5507 -1.5748
C: -0.7366 -0.6727 1.3689
H: -1.8330 1.0247 -0.7318


A single C5H9NO molecule in a non-equilibrium geometry, computed with ωB97M-V/def2-TZVPD.

Values from the calculation:
Relative energy (zero: lowest compared OMol25 entry of this formula, charge and spin) ... 411.4 kJ/mol
HOMO energy ... -8.42 eV
SMILES ... [H]/N=C/C=C(\C)CO
LUMO energy ... 0.034 Eh
Strongest force on any atom ... 7.66 eV/Å
Net charge ... 0

CARTESIAN COORDINATES (ANGSTROEM)
H: -1.5386 1.5052 0.0099
N: 2.2424 1.3940 0.8925
H: -1.1041 -2.1239 -1.0199
H: 0.1147 1.8771 0.5888
H: -2.5574 -0.9622 -2.1512
H: -1.0421 1.0529 1.6522
O: -2.3215 -0.4592 -1.3643
C: 0.8714 -0.7020 -0.2124
C: -0.2253 -0.1301 0.1167
H: 1.1818 -1.6913 -0.4898
H: 3.2256 -0.2831 0.1541
C: -1.5081 -1.2316 -0.5321
H: 3.1446 1.8619 1.0160
H: -2.0586 -1.5224 0.3674
C: 2.2808 0.2572 0.3522
C: -0.7058 1.1575 0.6200


A single C5H9NO molecule in a non-equilibrium geometry, computed with ωB97M-V/def2-TZVPD.

Values from the calculation:
Relative energy (zero: lowest compared OMol25 entry of this formula, charge and spin) ... 222.3 kJ/mol
HOMO energy ... -10.13 eV
SMILES ... COC[C@@H](C)C#N
LUMO energy ... 0.031 Eh
Strongest force on any atom ... 1.03 eV/Å
Net charge ... 0

CARTESIAN COORDINATES (ANGSTROEM)
C: 2.6211 0.1070 0.7220
H: -1.9237 0.7616 -1.7953
H: 0.4154 -0.5428 -1.2617
H: 0.6312 -1.1172 0.4084
H: -1.8835 2.0501 -0.5655
C: -1.5507 -1.3083 0.0026
H: -3.0654 0.7408 -0.4683
H: 2.6358 0.5334 1.7318
C: 0.4455 -0.2345 -0.2084
H: -1.2370 0.3802 1.1920
C: -2.0222 0.9755 -0.7264
C: -1.0927 0.0865 0.1431
H: 2.5951 -0.9917 0.8168
O: 1.5296 0.6440 -0.0248
H: 3.5688 0.3574 0.2290
N: -1.6674 -2.4418 -0.1954


A single C5H9NO molecule in a non-equilibrium geometry, computed with ωB97M-V/def2-TZVPD.

Values from the calculation:
Relative energy (zero: lowest compared OMol25 entry of this formula, charge and spin) ... 126.6 kJ/mol
HOMO energy ... -10.87 eV
SMILES ... CC(C)(C#N)CO
LUMO energy ... 0.021 Eh
Strongest force on any atom ... 1.45 eV/Å
Net charge ... 0

CARTESIAN COORDINATES (ANGSTROEM)
C: -0.0007 -0.7441 1.0732
H: -1.2288 -0.6091 -1.4390
N: 2.8485 0.5017 0.1077
H: -0.9411 -2.2464 1.0055
C: 0.2428 0.2253 -0.0899
H: -1.5738 1.3727 0.1205
H: -0.2091 2.0104 1.0660
C: -0.4937 1.5509 0.1148
H: 0.7113 -1.5656 0.9670
H: -0.2548 2.2466 -0.6942
O: -1.2697 -1.3490 1.0263
H: 0.1581 -0.2722 2.0497
C: -0.1514 -0.4200 -1.4288
H: 0.3646 -1.3731 -1.5899
C: 1.6998 0.4265 -0.0281
H: 0.0979 0.2453 -2.2607


A molecular structure, C5H9NO, computed with ωB97M-V/def2-TZVPD.

Values from the calculation:
Relative energy (zero: lowest compared OMol25 entry of this formula, charge and spin) ... 273.3 kJ/mol
HOMO energy ... -9.66 eV
LUMO energy ... 0.025 Eh
Strongest force on any atom ... 0.77 eV/Å
Net charge ... 0

CARTESIAN COORDINATES (ANGSTROEM)
C: -0.8663 0.2294 0.0966
H: 0.6609 -0.1463 2.4305
C: -1.4170 -0.2159 -1.2438
H: -1.4652 -1.3106 -1.2869
H: -1.4385 -0.1914 0.9348
H: -0.7713 0.1280 -2.0589
C: -0.5052 1.7115 0.3645
O: -1.0648 2.7612 0.2463
C: 0.6344 0.1820 0.2607
H: 2.6117 -0.6286 0.2750
C: 1.6374 -0.8157 -0.1811
H: 1.3414 -1.8615 -0.0544
H: 0.4417 -0.8422 2.2885
H: -2.4207 0.1800 -1.4096
N: 0.8709 1.4036 0.6372
H: 1.7303 -0.6286 -1.2582